Entry 1:
Here is a cluster of 3 separate species, C5H9F5NO2 in total at a distorted geometry from OMol25. Energies are from ωB97M-V/def2-TZVPD.

Each line ends with the natural charge from an NBO analysis.
Atoms and positions in Å:
1 C -2.324 0.850 -1.255  -0.83
2 C -1.621 0.261 1.126  -0.23
3 C 2.770 -0.215 0.405  0.05
4 C -1.451 0.985 -0.148  0.80
5 C 0.644 -0.290 -0.926  0.76
6 N 1.651 -0.939 -0.314  0.15
7 O -2.448 -0.855 1.046  -0.69
8 O 2.198 0.491 1.455  -0.73
9 F -0.806 2.046 -0.038  -0.21
10 F 0.973 0.737 -1.755  -0.27
11 F -0.201 -1.188 -1.499  -0.29
12 F 2.827 -1.661 -1.649  -0.39
13 F 1.283 -2.087 0.400  -0.14
14 H -1.726 1.072 -2.172  0.30
15 H -2.797 -0.192 -1.405  0.32
16 H -3.315 1.338 -1.086  0.35
17 H -1.783 1.102 1.960  0.27
18 H -0.608 -0.125 1.419  0.26
19 H 3.620 -0.905 0.565  0.25
20 H 3.325 0.308 -0.372  0.24
21 H -2.805 -1.134 1.889  0.51
22 H 2.593 0.401 2.355  0.52

Computed properties:
* total charge: +1
* HOMO-LUMO gap (alpha / beta): 6.9784 / 8.3217 eV
* HOMO energy (alpha / beta): -13.4 / -14.8 eV

***

Entry 2:
Here is the molecule C6H11ClF2 at a distorted geometry from OMol25. Energies are from ωB97M-V/def2-TZVPD.

Each line ends with the natural charge from an NBO analysis.
Atoms and positions in Å:
1 C -1.322 0.907 0.408  -0.60
2 C -0.520 -1.292 1.373  -0.60
3 C 1.087 0.554 1.035  -0.60
4 C 0.588 0.563 -2.025  -0.48
5 C -0.162 -0.134 0.451  -0.12
6 C 0.190 -0.678 -0.931  0.72
7 F 1.222 -1.552 -0.879  -0.34
8 F -0.956 -1.324 -1.419  -0.37
9 Cl 1.623 -0.006 -3.283  0.00
10 H -1.120 1.596 -0.433  0.21
11 H -2.201 0.359 0.081  0.22
12 H -1.494 1.335 1.336  0.22
13 H -1.319 -0.923 2.112  0.21
14 H -0.826 -2.105 0.788  0.23
15 H 0.415 -1.540 1.814  0.21
16 H 1.979 0.005 0.881  0.22
17 H 1.181 1.600 0.437  0.20
18 H 0.924 0.584 2.123  0.22
19 H -0.421 0.719 -2.446  0.24
20 H 1.130 1.331 -1.423  0.23

Computed properties:
* total charge: 0
* HOMO-LUMO gap: 11.1501 eV
* HOMO energy: -10.4 eV
* SMILES string: CC(C)(C)C(F)(F)CCl

***

Entry 3:
Here is a cluster of 2 separate species, C5H14N2O2 in total at a distorted geometry from OMol25. Energies are from ωB97M-V/def2-TZVPD.

Each line ends with the natural charge from an NBO analysis.
Atoms and positions in Å:
1 C -1.935 -0.552 1.067  -0.06
2 O -1.891 -1.746 0.304  -0.72
3 C -0.798 0.435 0.768  -0.07
4 C 0.532 0.014 1.460  -0.44
5 C 1.848 0.327 0.779  -0.29
6 C 2.143 1.457 0.147  -0.01
7 N 3.422 1.752 -0.319  -0.82
8 N -0.713 0.547 -0.670  -0.89
9 H -2.876 -0.066 0.821  0.18
10 H -1.836 -0.802 2.131  0.16
11 H -1.173 1.371 1.198  0.17
12 H 0.577 0.621 2.367  0.21
13 H 0.489 -1.030 1.765  0.19
14 H 2.622 -0.401 0.974  0.19
15 H 1.438 2.230 -0.136  0.19
16 H 3.577 2.677 -0.670  0.38
17 H 4.200 1.290 0.120  0.38
18 H -1.124 -0.249 -1.134  0.39
19 H -1.044 -2.202 0.431  0.47
20 H 0.118 0.863 -1.135  0.38
21 H -2.354 -2.391 -3.073  0.47
22 H -2.356 -0.898 -2.803  0.47
23 O -1.783 -1.674 -2.761  -0.94

Computed properties:
* total charge: 0
* HOMO-LUMO gap: 8.7740 eV
* HOMO energy: -7.8 eV
* SMILES string: N/C=C/C[C@@H](N)CO.O

***

Entry 4:
Here is the molecule C6H10N2 at a distorted geometry from OMol25. Energies are from ωB97M-V/def2-TZVPD.

Each line ends with the natural charge from an NBO analysis.
Atoms and positions in Å:
1 C 0.291 -0.480 -1.908  -0.22
2 C -0.648 -0.853 -0.838  -0.44
3 C -0.508 -0.036 0.394  -0.09
4 C 0.626 -0.076 1.243  -0.08
5 N 0.309 0.669 2.285  -0.49
6 C -0.928 1.307 2.144  -0.08
7 C -1.508 0.898 1.008  -0.29
8 N 1.695 -0.571 -1.697  -0.89
9 H 0.321 -1.073 -2.905  0.19
10 H -0.069 0.499 -2.265  0.19
11 H -0.899 -1.835 -0.509  0.22
12 H -1.788 -0.552 -1.189  0.19
13 H 1.507 -0.659 1.268  0.22
14 H 0.965 0.875 2.940  0.39
15 H -1.263 1.972 2.833  0.20
16 H -2.511 1.001 0.705  0.22
17 H 2.219 0.218 -1.332  0.38
18 H 2.188 -1.305 -2.177  0.38

Computed properties:
* total charge: 0
* HOMO-LUMO gap: 8.9514 eV
* HOMO energy: -7.9 eV
* SMILES string: NCCc1cc[nH]c1

***

Entry 5:
Here is a cluster of 2 separate species, C4H12N3 in total at a distorted geometry from OMol25. Energies are from ωB97M-V/def2-TZVPD.

Each line ends with the natural charge from an NBO analysis.
Atoms and positions in Å:
1 C 0.997 -1.111 0.689  0.24
2 C 1.202 -1.689 -0.572  -0.80
3 C -1.899 1.363 0.197  -0.64
4 C -0.943 0.350 -0.331  -0.19
5 N 3.079 1.264 -0.276  -0.18
6 N 2.294 0.630 0.472  -0.28
7 N -0.166 -0.368 0.931  -0.66
8 H 0.744 -1.243 -1.543  0.19
9 H 0.792 -2.721 -0.538  0.30
10 H 2.250 -1.654 -0.818  0.27
11 H -2.436 1.669 -0.692  0.26
12 H -2.481 0.996 0.985  0.22
13 H -1.446 2.199 0.515  0.22
14 H -0.197 0.870 -0.839  0.22
15 H -1.416 -0.585 -0.645  0.22
16 H 2.939 0.992 -1.342  0.33
17 H 2.421 0.880 1.372  0.34
18 H -0.996 -0.836 1.328  0.47
19 H 0.104 0.405 1.707  0.45

Computed properties:
* total charge: +1
* HOMO-LUMO gap (alpha / beta): 8.0980 / 8.0994 eV
* HOMO energy (alpha / beta): -12.6 / -12.6 eV

***

Entry 6:
Here is the molecule C5H6O from OMol25. Energies are from ωB97M-V/def2-TZVPD.

Each line ends with the natural charge from an NBO analysis.
Atoms and positions in Å:
1 C 0.119 -1.996 0.872  -0.71
2 C 0.524 -0.571 0.567  0.56
3 O 1.676 -0.198 0.630  -0.53
4 C -0.033 2.382 -1.389  -0.49
5 C -0.328 1.386 -0.606  0.20
6 C -0.586 0.339 0.140  -0.43
7 H 1.014 -2.593 1.051  0.24
8 H -0.447 -2.414 0.031  0.23
9 H -0.531 -2.032 1.754  0.23
10 H -0.011 2.249 -2.467  0.23
11 H 0.214 3.361 -0.989  0.24
12 H -1.611 0.085 0.406  0.23

Computed properties:
* total charge: 0
* HOMO-LUMO gap: 10.4055 eV
* HOMO energy: -9.7 eV
* SMILES string: C=C=CC(C)=O

***

Relative energy (zero: lowest compared OMol25 entry of this formula, charge and spin) for the records above, in order: 244.7 0.0 222.6 186.8 774.5 134.3 kJ/mol